1.
Density functional theory data (the ωB97M-V functional and the def2-TZVPD basis) for a structure of composition C38H56AlBrO9P3.

For the lowest unoccupied orbital energy, the calculation gives -0.0999 Ha. As for the total charge: +1.

Atoms and positions in Å:
Al -0.450 -0.247 0.994
C -5.442 -0.105 1.864
C -3.980 -0.086 1.433
O -3.787 0.450 0.121
P -2.971 1.042 2.441
O -3.353 0.924 3.945
O -3.460 2.486 2.066
O -1.507 0.783 2.186
P -3.108 -1.664 1.734
O -3.902 -2.778 0.927
O -3.054 -1.875 3.199
O -1.784 -1.479 0.975
H -5.858 0.902 1.890
H -5.548 -0.554 2.851
H -6.018 -0.699 1.153
H -4.236 -0.100 -0.533
H -3.175 0.018 4.275
H -3.658 2.590 1.119
H -4.310 -3.434 1.509
C -0.671 4.300 2.369
C -0.450 3.951 0.888
C 0.500 5.010 0.305
C 0.092 2.548 0.737
C 0.029 1.504 -1.411
C 1.363 0.789 -1.388
C 1.953 0.515 -2.778
C 3.098 1.479 -3.144
C 0.946 0.526 -3.939
C 1.881 0.263 -0.245
C 1.426 0.559 1.197
C 1.102 2.004 1.373
C 2.425 0.133 2.291
C 3.719 0.964 2.262
C 1.807 0.236 3.691
C 2.896 -0.847 -0.379
C 4.248 -0.583 -0.587
C 5.151 -1.602 -0.839
C 4.709 -2.916 -0.899
C 3.377 -3.197 -0.652
C 2.461 -2.186 -0.343
P 0.689 -2.512 -0.011
C 0.574 -3.788 1.402
C 0.824 -3.052 2.724
C -0.849 -4.379 1.486
C 1.581 -4.940 1.345
C 0.031 -3.312 -1.599
C -1.479 -3.032 -1.702
C 0.284 -4.813 -1.756
C 0.698 -2.596 -2.769
H -1.073 5.311 2.453
H 0.284 4.279 2.900
H -1.350 3.621 2.871
H -1.406 4.005 0.360
H 1.388 5.092 0.938
H 0.007 5.985 0.298
H 0.833 4.783 -0.706
H -0.652 0.871 -1.990
H 2.386 -0.483 -2.736
H 2.711 2.436 -3.493
H 3.699 1.038 -3.944
H 3.748 1.682 -2.297
H 0.555 1.527 -4.134
H 0.101 -0.151 -3.803
H 1.460 0.215 -4.850
H 1.651 2.604 2.091
H 2.706 -0.903 2.119
H 3.586 1.924 2.767
H 4.055 1.174 1.246
H 4.525 0.440 2.780
H 1.732 1.280 4.010
H 2.424 -0.282 4.429
H 0.802 -0.184 3.737
H 4.599 0.438 -0.577
H 6.194 -1.367 -1.010
H 5.397 -3.719 -1.131
H 3.049 -4.224 -0.716
H 0.194 -2.167 2.833
H 1.867 -2.759 2.839
H 0.569 -3.719 3.553
H -1.510 -3.718 2.044
H -0.797 -5.318 2.042
H -1.309 -4.592 0.525
H 2.609 -4.590 1.389
H 1.454 -5.582 0.474
H 1.416 -5.559 2.232
H -2.058 -3.503 -0.909
H -1.843 -3.413 -2.661
H -1.683 -1.960 -1.667
H -0.194 -5.423 -0.994
H 1.349 -5.048 -1.771
H -0.123 -5.121 -2.724
H 0.598 -1.517 -2.667
H 0.203 -2.899 -3.697
H 1.759 -2.831 -2.856
Br -5.395 2.719 -1.761
C -3.753 3.585 -2.150
C -3.776 4.894 -2.599
C -2.573 5.528 -2.883
C -1.373 4.858 -2.712
C -1.361 3.542 -2.258
C -2.564 2.898 -1.972
C -0.021 2.893 -2.057
O 0.998 3.445 -2.382
O -0.596 1.586 -0.103
H -4.718 5.409 -2.728
H -2.578 6.550 -3.238
H -0.428 5.342 -2.925
H -2.593 1.881 -1.604

=====

2.
Density functional theory data (the ωB97M-V functional and the def2-TZVPD basis) for a cluster of 6 separate species, C38H56F7N5OP in total at a distorted geometry.

For the lowest unoccupied orbital energy, the calculation gives -0.1245 Ha. As for the total charge: +1.

Atoms and positions in Å:
C 4.341 -1.190 2.182
C 4.511 -0.027 1.081
C 3.088 0.572 0.649
C 2.604 1.760 1.633
C 1.141 2.296 1.254
C 0.741 3.643 2.076
C -0.597 3.241 2.909
C -1.811 3.387 1.886
C -3.245 2.980 2.465
P -3.694 1.160 2.277
C -2.854 0.285 0.839
C -2.936 1.057 -0.559
C -4.105 0.582 -1.508
F -5.172 1.495 -1.703
C -4.213 -0.651 -2.159
F -5.525 -1.122 -2.395
F -3.146 -1.431 -2.605
C -5.575 1.136 1.882
O -6.218 -0.075 2.287
C -6.190 -1.094 1.255
C -5.645 -2.515 1.751
C -3.398 0.348 3.971
F -3.897 1.274 4.938
F -4.087 -0.859 4.161
C -1.856 0.089 4.332
F -1.653 -1.155 4.990
F -1.483 1.070 5.296
H 3.547 -0.887 2.936
H 4.062 -2.189 1.694
H 5.299 -1.380 2.775
H 4.986 -0.503 0.153
H 5.149 0.837 1.480
H 3.173 1.003 -0.411
H 2.319 -0.274 0.593
H 2.646 1.314 2.689
H 3.319 2.652 1.522
H 0.416 1.433 1.457
H 1.079 2.494 0.124
H 0.492 4.453 1.307
H 1.582 3.924 2.782
H -0.716 3.889 3.851
H -0.408 2.184 3.282
H -1.511 2.862 0.924
H -1.876 4.505 1.624
H -3.402 3.357 3.540
H -4.023 3.559 1.842
H -3.345 -0.752 0.755
H -1.763 0.076 1.114
H -3.051 2.189 -0.417
H -1.922 0.928 -1.085
H -6.022 2.005 2.479
H -5.773 1.351 0.777
H -5.545 -0.780 0.372
H -7.247 -1.249 0.835
H -6.430 -3.060 2.362
H -4.626 -2.453 2.268
H -5.461 -3.129 0.794
H -1.205 0.132 3.406
N -4.646 -2.527 -4.902
C -4.849 -2.059 -6.173
C -4.620 -3.093 -7.046
C -4.272 -4.229 -6.273
C -4.299 -3.850 -4.954
H -4.739 -1.983 -4.060
H -5.136 -1.033 -6.345
H -4.696 -3.039 -8.122
H -4.029 -5.215 -6.642
H -4.101 -4.407 -4.050
N -1.828 -4.019 -8.654
C -1.554 -3.375 -9.831
C -0.876 -4.249 -10.645
C -0.740 -5.468 -9.935
C -1.340 -5.297 -8.711
H -2.314 -3.615 -7.868
H -1.863 -2.353 -9.987
H -0.518 -4.035 -11.641
H -0.259 -6.370 -10.281
H -1.459 -5.972 -7.878
N 5.869 5.116 1.848
C 6.158 5.768 0.678
C 6.845 4.897 -0.133
C 6.969 3.674 0.572
C 6.355 3.838 1.789
H 5.375 5.515 2.629
H 5.853 6.791 0.525
H 7.215 5.116 -1.123
H 7.454 2.772 0.225
H 6.224 3.157 2.617
N 10.072 3.552 -0.695
C 10.361 4.203 -1.865
C 11.047 3.332 -2.676
C 11.171 2.109 -1.972
C 10.558 2.274 -0.754
H 9.578 3.952 0.086
H 10.055 5.226 -2.018
H 11.416 3.551 -3.666
H 11.656 1.208 -2.317
H 10.427 1.594 0.074
N -1.704 -4.379 7.656
C -2.529 -5.469 7.723
C -3.401 -5.407 6.665
C -3.086 -4.238 5.927
C -2.032 -3.626 6.561
H -0.968 -4.165 8.309
H -2.427 -6.192 8.518
H -4.178 -6.123 6.444
H -3.575 -3.885 5.031
H -1.492 -2.724 6.330

=====

3.
Density functional theory data (the ωB97M-V functional and the def2-TZVPD basis) for a structure of composition C38H56N4P2STi at a distorted geometry.

For the lowest unoccupied orbital energy (alpha / beta), the calculation gives 0.0212 / 0.0199 Ha. As for the total charge: 0. As for the expectation value of S²: 2.0094. As for the relative energy (zero: lowest compared OMol25 entry of this formula, charge and spin): 0.097 eV. Its multiplicity is 3.

Atoms and positions in Å:
Ti -0.244 0.438 -0.029
C -4.116 1.382 -0.865
C -3.715 2.068 0.434
C -3.262 3.502 0.161
P -2.340 1.154 1.251
C -2.108 2.037 2.870
C -3.379 2.535 3.552
C -1.330 1.130 3.821
C -3.011 -0.458 1.741
C -4.314 -0.626 2.203
C -4.782 -1.827 2.717
C -6.205 -1.997 3.165
C -3.857 -2.866 2.796
C -2.560 -2.739 2.341
C -2.088 -1.540 1.758
N -0.808 -1.357 1.291
C 0.011 -2.471 1.103
C -0.416 -3.636 0.449
C 0.447 -4.685 0.173
C 1.786 -4.634 0.539
C 2.736 -5.764 0.256
C 2.214 -3.494 1.214
C 1.368 -2.427 1.506
P 1.929 -0.937 2.399
C 1.633 -1.435 4.188
C 0.236 -2.021 4.380
C 2.650 -2.428 4.751
C 3.777 -0.951 2.300
C 4.280 -0.744 0.875
C 4.277 0.203 3.176
H -4.963 1.901 -1.319
H -4.402 0.339 -0.710
H -3.289 1.426 -1.578
H -4.578 2.088 1.108
H -2.372 3.501 -0.474
H -3.022 4.045 1.078
H -4.049 4.056 -0.355
H -1.477 2.898 2.618
H -4.063 1.707 3.748
H -3.909 3.283 2.960
H -3.137 2.990 4.516
H -1.976 0.336 4.202
H -0.958 1.704 4.673
H -0.486 0.641 3.329
H -4.998 0.217 2.156
H -6.675 -1.031 3.354
H -6.268 -2.581 4.085
H -6.810 -2.511 2.413
H -4.158 -3.813 3.234
H -1.891 -3.581 2.453
H -1.456 -3.724 0.154
H 0.065 -5.557 -0.346
H 2.291 -6.495 -0.419
H 3.021 -6.291 1.169
H 3.655 -5.399 -0.207
H 3.251 -3.446 1.533
H 1.685 -0.499 4.755
H 0.191 -3.031 3.966
H -0.546 -1.438 3.904
H 0.015 -2.092 5.448
H 2.666 -3.334 4.139
H 2.362 -2.726 5.762
H 3.663 -2.032 4.802
H 4.194 -1.886 2.683
H 3.937 0.218 0.483
H 3.957 -1.530 0.193
H 5.373 -0.726 0.863
H 3.968 1.161 2.749
H 5.367 0.196 3.236
H 3.890 0.159 4.195
N 1.588 -0.508 -1.116
C 1.471 -0.902 -2.535
C 0.464 -2.022 -2.742
C -0.994 -1.592 -2.774
N -1.493 -1.080 -1.490
H 2.300 0.217 -1.047
H 1.965 -1.297 -0.595
H 2.448 -1.227 -2.908
H 1.176 -0.014 -3.100
H 0.622 -2.808 -1.997
H 0.677 -2.480 -3.713
H -1.602 -2.439 -3.117
H -1.105 -0.799 -3.514
H -1.720 -1.848 -0.867
H -2.363 -0.581 -1.643
S 0.899 3.587 -3.172
C -0.391 2.769 -3.940
C -0.985 1.862 -3.113
C -0.430 1.765 -1.791
C 0.600 2.686 -1.715
C 1.268 2.988 -0.467
C 2.155 4.059 -0.296
C 2.610 4.379 0.962
C 2.171 3.616 2.041
C 1.342 2.545 1.791
N 0.905 2.201 0.571
H -0.649 2.996 -4.963
H -1.834 1.276 -3.448
H 2.451 4.640 -1.158
H 3.286 5.211 1.107
H 2.474 3.832 3.055
H 1.021 1.894 2.591

=====

4.
Density functional theory data (the ωB97M-V functional and the def2-TZVPD basis) for a structure of composition C38H58BiF6N4O8P3S6 at a distorted geometry.

For the lowest unoccupied orbital energy (alpha / beta), the calculation gives 0.1379 / 0.1381 Ha. As for the total charge: -2. As for the relative energy (zero: lowest compared OMol25 entry of this formula, charge and spin): 2.277 eV.

Atoms and positions in Å:
Bi -0.748 -0.991 0.067
C -3.171 2.260 -3.078
C -2.841 3.424 -2.131
C -1.666 4.163 -2.781
P -2.358 2.990 -0.425
C -2.688 4.594 0.590
C -2.664 4.358 2.149
C -3.733 5.586 0.055
C -3.747 2.013 0.205
C -4.990 2.473 -0.279
C -6.164 1.703 -0.112
C -7.422 2.153 -0.736
C -5.972 0.442 0.415
C -4.730 -0.024 0.942
C -3.563 0.809 0.955
N -2.308 0.532 1.474
C -2.062 0.503 2.835
C -3.076 0.661 3.828
C -2.796 1.222 5.036
C -1.431 1.373 5.449
C -0.998 1.765 6.792
C -0.396 1.119 4.514
C -0.693 0.566 3.281
P 0.632 -0.135 2.290
C 1.635 -1.437 3.103
C 1.099 -2.829 2.678
C 1.780 -1.325 4.621
C 1.936 1.129 1.806
C 1.229 2.436 1.466
C 3.144 1.339 2.796
H -3.157 2.654 -4.100
H -4.138 1.810 -2.894
H -2.404 1.427 -3.006
H -3.749 4.060 -2.140
H -0.957 3.435 -3.230
H -1.072 4.701 -2.088
H -2.033 4.836 -3.558
H -1.680 5.149 0.472
H -3.491 3.766 2.485
H -2.642 5.306 2.704
H -1.751 3.783 2.396
H -4.799 5.314 0.213
H -3.658 5.729 -1.046
H -3.607 6.566 0.504
H -5.055 3.444 -0.747
H -7.390 3.214 -1.144
H -8.204 2.139 0.075
H -7.759 1.475 -1.549
H -6.808 -0.254 0.436
H -5.728 -1.366 2.168
H -4.107 0.502 3.499
H -3.578 1.421 5.791
H -1.831 1.562 7.497
H -0.760 2.825 6.932
H -0.042 1.259 7.058
H 0.621 1.283 4.842
H 2.630 -1.405 2.670
H 0.079 -3.082 2.983
H 1.734 -3.567 3.176
H 1.161 -2.942 1.598
H 0.816 -1.470 5.123
H 2.247 -0.394 4.985
H 2.375 -2.218 4.907
H 2.373 0.668 0.899
H 0.792 2.847 2.390
H 0.336 2.234 0.841
H 1.885 3.226 1.073
H 2.788 1.516 3.807
H 3.683 2.256 2.492
H 3.873 0.496 2.804
S -1.805 -3.300 0.877
C -3.154 -2.510 0.286
S -2.979 -1.648 -1.169
C -4.595 -3.618 1.751
C -4.241 -2.419 1.263
N -4.882 -1.237 1.651
C -5.233 -4.775 1.918
N -5.895 -5.719 2.209
O 0.212 -2.447 -1.754
H -0.109 -3.368 -1.833
H -0.151 -1.982 -2.591
O 0.902 0.685 -1.295
H 0.696 0.550 -2.241
H 1.844 0.372 -1.146
F -0.792 0.436 -7.044
C -1.128 -0.304 -6.011
F -2.335 0.146 -5.565
F -1.265 -1.573 -6.453
S 0.152 -0.376 -4.684
O -0.615 -1.346 -3.879
O 0.236 0.986 -4.110
N 1.394 -0.946 -5.291
S 2.767 -0.593 -5.989
O 3.683 -1.691 -5.725
O 2.568 -0.120 -7.315
C 3.570 0.847 -5.082
F 4.822 1.070 -5.615
F 3.686 0.591 -3.749
F 2.893 2.024 -5.173
C 6.370 -0.602 -1.594
C 6.531 -2.108 -1.778
C 6.321 -2.571 -3.206
O 5.657 -2.896 -0.921
P 4.568 -2.470 0.175
S 5.273 -1.421 1.656
S 2.968 -1.759 -0.868
O 4.210 -3.872 0.840
C 4.033 -5.208 0.228
C 3.679 -5.253 -1.228
C 5.378 -5.859 0.497
H 7.252 -0.157 -2.034
H 6.284 -0.304 -0.553
H 5.476 -0.292 -2.175
H 7.535 -2.387 -1.506
H 5.312 -2.277 -3.485
H 6.445 -3.661 -3.337
H 7.045 -2.055 -3.856
H 3.243 -5.690 0.849
H 4.535 -4.933 -1.809
H 2.771 -4.710 -1.464
H 3.539 -6.331 -1.484
H 6.132 -5.344 -0.079
H 5.307 -6.906 0.207
H 5.659 -5.747 1.560

=====

Which value of total charge does entry 4 give?
-2